{"formula": "C15H28AlN4O4", "method": "ωB97M-V/def2-TZVPD", "homo_lumo_gap_ev": 6.5, "energy_ha": -1350.9323, "e_homo_ev": -4.143, "e_lumo_ha": 0.08705, "charge": -1, "elements": ["C", "C", "C", "Al", "C", "C", "O", "O", "C", "C", "C", "C", "C", "C", "C", "C", "H", "H", "H", "H", "H", "H", "H", "H", "H", "H", "H", "H", "H", "H", "H", "H", "H", "H", "H", "H", "C", "O", "N", "N", "H", "H", "H", "H", "C", "O", "N", "N", "H", "H", "H", "H"], "coordinates": [[-1.86609, -1.83855, 0.81045], [-1.27471, -0.78456, -0.14714], [-2.28379, -0.15680, -1.12997], [-1.87554, 1.67818, -1.86075], [-2.44518, 3.12362, -0.48732], [-2.91668, 2.52987, 0.76224], [-4.06101, 2.41417, 1.13907], [-1.88503, 2.03723, 1.56620], [0.06732, 1.93004, -2.44527], [1.02521, 1.46666, -1.40485], [1.81162, 0.31933, -1.56714], [2.63251, -0.16542, -0.55019], [2.71209, 0.47868, 0.68154], [3.54189, -0.04367, 1.82765], [1.95803, 1.64427, 0.84273], [1.13930, 2.12389, -0.16636], [-1.73819, -2.85181, 0.41901], [-1.37086, -1.82581, 1.78674], [-2.93503, -1.67516, 0.96088], [-0.74092, -0.02828, 0.43685], [-0.48721, -1.26346, -0.73609], [-2.42639, -0.83992, -1.97191], [-3.25600, -0.06636, -0.62155], [-2.80719, 1.94867, -3.17682], [-1.61852, 3.81511, -0.30432], [-3.27201, 3.68400, -0.92888], [-2.00053, 1.08262, 1.64039], [0.16090, 1.31362, -3.34278], [0.24504, 2.97443, -2.71898], [1.75700, -0.21279, -2.51175], [3.20710, -1.07245, -0.71310], [4.15151, -0.90133, 1.54606], [2.86938, -0.38668, 2.61924], [4.16774, 0.74545, 2.24841], [1.99047, 2.16921, 1.79286], [0.53764, 3.00787, 0.00559], [-1.34194, -1.89407, -4.80728], [-1.27662, -0.76051, -4.39102], [-2.40584, -2.34338, -5.55316], [-0.36843, -2.83205, -4.55673], [-2.49060, -3.28096, -5.89320], [-3.14104, -1.68406, -5.72658], [0.40394, -2.53858, -3.98839], [-0.41421, -3.77983, -4.87547], [2.20675, -1.26397, 5.31633], [2.02718, -2.08388, 4.43827], [1.49672, -0.09661, 5.37862], [3.14231, -1.43669, 6.30728], [1.63508, 0.60094, 6.08353], [0.81907, 0.06557, 4.65546], [3.68399, -2.27886, 6.27922], [3.30979, -0.76693, 7.03239]], "forces_ev_per_angstrom": [[0.19, -0.04, -0.02], [-0.06, -0.19, -0.15], [0.28, 0.15, 0.39], [-0.14, -0.17, -0.53], [-0.27, 0.37, 0.30], [-0.06, 0.17, -0.04], [0.02, -0.25, -0.12], [0.30, 0.05, -0.17], [-0.04, -0.21, 0.28], [0.19, 0.01, 0.09], [-0.02, 0.06, 0.15], [-0.13, 0.12, 0.10], [0.04, 0.11, -0.19], [-0.46, -0.01, 0.06], [-0.04, -0.10, -0.15], [0.10, -0.11, -0.13], [-0.13, 0.01, -0.05], [-0.02, -0.01, 0.00], [-0.01, 0.04, 0.07], [-0.07, 0.06, 0.00], [0.09, 0.08, 0.06], [-0.13, 0.01, -0.04], [-0.05, -0.02, -0.07], [-0.03, 0.10, 0.06], [0.16, -0.23, 0.00], [0.05, -0.05, -0.05], [-0.19, 0.01, 0.19], [0.01, 0.07, -0.07], [-0.05, 0.03, 0.05], [0.01, 0.00, 0.00], [0.01, 0.00, 0.00], [0.11, 0.07, -0.08], [0.14, -0.04, 0.06], [0.14, -0.07, -0.02], [0.01, 0.02, 0.01], [0.00, 0.00, 0.05], [-0.08, -0.11, 0.15], [0.13, 0.03, -0.12], [0.05, 0.02, -0.09], [0.04, 0.04, -0.10], [0.00, -0.02, 0.03], [-0.01, 0.01, 0.04], [-0.02, 0.01, 0.05], [-0.03, -0.01, 0.03], [-0.05, 0.18, -0.09], [0.06, -0.16, 0.07], [-0.03, -0.05, 0.04], [-0.04, -0.02, 0.02], [0.02, 0.01, -0.01], [0.02, 0.01, -0.02], [0.00, -0.01, -0.02], [0.00, 0.02, -0.01]], "lowdin_charge": [-0.125, -0.335, -0.251, 0.352, -0.154, -0.620, 0.047, 0.012, -0.198, -0.313, -0.066, -0.067, -0.299, -0.063, -0.063, -0.058, 0.056, 0.055, 0.058, 0.066, 0.086, 0.028, 0.043, -0.065, 0.056, 0.055, 0.079, 0.036, 0.054, 0.098, 0.096, 0.069, 0.051, 0.070, 0.104, 0.097, -0.674, 0.038, 0.142, 0.145, 0.080, 0.100, 0.095, 0.081, -0.692, 0.027, 0.154, 0.140, 0.088, 0.107, 0.096, 0.084]}

=====

{"formula": "C8H8OSi", "method": "ωB97M-V/def2-TZVPD", "homo_lumo_gap_ev": 10.7, "relative_energy_kj_mol": 0.0, "smiles": "C#CC(C#C)(C#C)CO[SiH3]", "energy_ha": -674.1228, "e_homo_ev": -9.834, "e_lumo_ha": 0.03189, "elements": ["C", "C", "C", "C", "C", "C", "C", "C", "O", "Si", "H", "H", "H", "H", "H", "H", "H", "H"], "coordinates": [[1.24360, 2.12672, 1.49366], [1.08314, -2.05032, 1.55520], [2.87135, 0.10920, -1.83361], [1.09111, 1.11075, 0.86734], [0.93165, -1.12319, 0.80473], [2.06956, -0.06397, -0.95362], [-0.50030, 0.08786, -0.79542], [0.86492, -0.01995, -0.13884], [-1.50798, 0.05119, 0.16254], [-3.13153, -0.03382, -0.12842], [1.50806, 2.75179, 2.29290], [1.35550, -2.67114, 2.35025], [3.66253, 0.25791, -2.49510], [-0.43808, 0.93259, -1.37819], [-0.46223, -0.87144, -1.34717], [-3.47446, -0.17858, 1.27127], [-3.47016, -1.47269, -0.80562], [-3.69669, 1.05710, -0.92188]], "forces_ev_per_angstrom": [[0.13, -1.24, 0.03], [0.00, 1.28, -0.64], [-0.65, -0.34, 1.20], [-0.48, 0.59, -1.46], [-0.12, -2.07, 0.51], [-0.37, 0.64, -1.98], [0.94, -3.24, 0.57], [1.09, 1.34, 3.79], [0.35, 0.68, -0.53], [0.24, -2.63, -0.18], [0.00, 0.77, 0.30], [-0.03, -0.76, 0.47], [0.67, 0.04, -0.64], [-0.53, 1.97, -1.63], [-0.71, 0.60, -0.59], [-0.83, 0.32, 0.31], [0.35, 1.82, 0.50], [-0.04, 0.22, -0.04]], "lowdin_charge": [0.145, 0.166, 0.172, -0.055, -0.103, -0.062, -0.223, -0.457, -0.344, 0.600, 0.022, 0.025, 0.022, 0.111, 0.147, -0.061, -0.034, -0.072]}

=====

{"formula": "CH5N3S", "method": "ωB97M-V/def2-TZVPD", "homo_lumo_gap_ev": 8.7, "relative_energy_kj_mol": 329.5, "smiles": "CS/N=N/N", "energy_ha": -603.4204, "e_homo_ev": -7.863, "e_lumo_ha": 0.03069, "elements": ["C", "N", "N", "N", "S", "H", "H", "H", "H", "H"], "coordinates": [[-1.76355, -0.14879, -0.35556], [2.18770, -0.12315, 0.47891], [0.97957, -0.29503, -0.02921], [0.55812, 0.94252, -0.03276], [-1.02487, 1.46348, 0.04070], [-1.71752, -0.87171, 0.45943], [-1.16716, -0.67806, -1.17508], [-2.87921, -0.15100, -0.57343], [2.75100, -1.04895, 0.54707], [2.07593, 0.91069, 0.63993]], "forces_ev_per_angstrom": [[-1.12, -1.36, -0.95], [1.11, -3.41, -0.33], [-1.89, 3.07, 0.37], [0.05, -1.29, 0.04], [-0.48, -1.76, -0.90], [0.41, 0.35, 0.45], [-1.02, 1.14, 0.75], [1.45, 0.59, -0.16], [-0.82, 3.02, -0.04], [2.30, -0.34, 0.76]], "lowdin_charge": [-0.454, -0.044, -0.138, -0.505, 0.788, 0.015, 0.048, 0.050, 0.144, 0.096]}

=====

{"formula": "C6H6NO", "method": "ωB97M-V/def2-TZVPD", "homo_lumo_gap_ev": 9.4, "relative_energy_kj_mol": 61.9, "energy_ha": -361.8681, "e_homo_ev": -14.409, "e_lumo_ha": -0.18473, "charge": 1, "elements": ["C", "C", "C", "C", "C", "C", "N", "O", "H", "H", "H", "H", "H", "H"], "coordinates": [[-0.28179, -0.45347, -0.21118], [-0.93386, 0.76906, -0.90407], [-1.15758, 1.67772, 0.02134], [-0.63999, 1.12027, 1.30411], [1.47082, -1.77512, 0.37191], [1.15782, -0.89005, -0.70268], [-0.10714, -0.02160, 1.20539], [1.75516, -2.44429, 1.22440], [-0.93091, 0.79189, -1.92060], [-1.54698, 2.64831, -0.10775], [-0.66209, 1.53184, 2.30554], [2.06907, -0.26119, -0.91518], [-0.98796, -1.31766, -0.10260], [0.79542, -1.37572, -1.56863]], "forces_ev_per_angstrom": [[-0.50, 2.31, 1.75], [1.67, -1.96, 2.04], [0.47, -0.51, 1.05], [-0.36, 0.48, 0.48], [0.96, -1.00, 0.70], [-0.85, 0.29, 0.43], [0.07, -1.04, -1.03], [-0.35, 0.54, -0.81], [-0.71, 0.39, -2.71], [-0.45, 0.86, -0.09], [-0.18, 0.62, -0.20], [-1.34, 0.07, 0.43], [0.80, 0.33, -0.75], [0.78, -1.39, -1.29]], "lowdin_charge": [-0.267, 0.010, 0.009, -0.090, 0.017, 0.008, 0.055, 0.411, 0.089, 0.108, 0.129, 0.195, 0.186, 0.141]}

=====

{"formula": "C6H2N", "method": "ωB97M-V/def2-TZVPD", "homo_lumo_gap_ev": 8.3, "relative_energy_kj_mol": 437.8, "energy_ha": -283.8948, "e_homo_ev": -15.994, "e_lumo_ha": -0.28173, "charge": 1, "elements": ["C", "C", "C", "C", "C", "C", "N", "H", "H"], "coordinates": [[-1.33969, 1.78772, 0.36813], [-2.45351, 1.04044, 0.26687], [-0.24026, 1.35243, -0.26490], [-0.84075, -1.27784, 0.11447], [-2.50192, -0.03988, -0.45732], [-0.90251, 0.09399, -0.43728], [-2.00278, -1.74859, 0.14371], [0.77432, 1.67900, -0.38246], [0.06455, -1.80131, 0.40652]], "forces_ev_per_angstrom": [[-1.26, -0.87, 0.27], [1.29, 1.06, 0.32], [0.00, 0.23, -0.32], [1.20, -0.30, 0.21], [0.98, -2.87, 0.37], [-0.83, 0.68, -0.33], [-1.54, 2.30, -0.71], [0.23, -0.11, 0.07], [-0.07, -0.11, 0.12]], "lowdin_charge": [0.182, 0.153, 0.096, -0.119, 0.141, -0.049, 0.297, 0.143, 0.156]}

=====

{"formula": "C17H13F5IrN3Se3", "method": "ωB97M-V/def2-TZVPD", "s2": 8.794, "homo_lumo_gap_ev": [5.7, 5.2], "relative_energy_kj_mol": 450.5, "energy_ha": -8627.1781, "e_homo_ev": [-9.237, -11.031], "e_lumo_ha": [-0.13046, -0.21501], "charge": 1, "spin_multiplicity": 6, "elements": ["Ir", "Se", "Se", "C", "C", "C", "C", "C", "N", "C", "C", "C", "C", "C", "N", "H", "H", "H", "H", "H", "H", "H", "H", "N", "H", "H", "H", "C", "H", "H", "F", "C", "C", "F", "C", "F", "C", "Se", "C", "F", "C", "F"], "coordinates": [[1.35757, -0.86586, 0.54632], [-0.79086, 0.50711, 2.97301], [-2.14934, -0.07920, 1.22192], [-1.53545, -1.88432, 1.01750], [-2.48328, -2.90082, 1.06822], [-2.06841, -4.21657, 1.04953], [-0.70395, -4.47413, 0.95639], [0.17012, -3.41297, 0.84888], [-0.23091, -2.12929, 0.87851], [0.19920, 1.88492, 2.03698], [0.02243, 3.20867, 2.40967], [0.60036, 4.19202, 1.62745], [1.33389, 3.81212, 0.51248], [1.49439, 2.46352, 0.25287], [0.94325, 1.51753, 1.00539], [-3.52547, -2.63478, 1.15213], [-2.77968, -5.02188, 1.13501], [-0.32400, -5.48111, 0.98556], [1.23869, -3.58244, 0.75996], [-0.57691, 3.45000, 3.27450], [0.46085, 5.23524, 1.86156], [1.76608, 4.54785, -0.14690], [2.06230, 2.13962, -0.60742], [3.43109, -0.11673, 0.18437], [4.08378, -0.87223, 0.38273], [3.70818, 0.66950, 0.76816], [3.57401, 0.14812, -0.78958], [1.76863, -0.97109, 2.50784], [2.41527, -0.25891, 2.99998], [1.47583, -1.80772, 3.12712], [-3.08767, 1.85071, -3.80437], [-2.42689, 1.21492, -2.85646], [-1.28638, 1.88130, -2.25325], [-0.96785, 1.48660, -0.97869], [-0.34549, 1.39650, -3.26691], [-0.19282, 2.10296, -4.37696], [-0.00239, -0.01322, -3.24668], [1.04059, -0.89965, -2.04005], [-1.30674, -0.44145, -3.71926], [-1.52599, -0.56584, -5.01749], [-2.46228, -0.23804, -2.83214], [-2.37375, -0.84097, -1.60784]], "forces_ev_per_angstrom": [[1.38, 1.07, 0.31], [-0.19, 0.53, 0.45], [-0.28, -0.19, 0.25], [-0.10, 0.20, 0.06], [0.10, 0.08, 0.02], [0.33, 0.10, -0.07], [-0.19, 0.13, 0.03], [-0.02, -0.35, 0.18], [-0.13, 0.00, -0.24], [-0.23, -0.36, 0.15], [0.02, 0.02, 0.03], [0.08, -0.09, -0.10], [-0.01, 0.02, 0.08], [0.01, 0.35, -0.01], [0.01, -0.56, -0.18], [-0.06, -0.02, 0.10], [-0.09, -0.09, -0.03], [0.08, -0.10, -0.09], [-0.09, 0.06, 0.02], [-0.07, 0.01, -0.01], [-0.01, 0.12, 0.06], [0.09, 0.05, -0.04], [0.05, -0.13, -0.10], [-0.49, -0.04, 0.02], [-0.14, 0.05, 0.05], [-0.09, -0.05, 0.00], [0.00, 0.01, 0.19], [0.11, -0.61, -0.64], [0.23, 0.24, -0.02], [-0.12, -0.13, 0.11], [0.09, -0.18, 0.12], [0.14, 0.23, -0.43], [0.44, -0.81, 1.25], [-0.49, 0.80, -1.59], [-0.27, -0.18, -0.47], [-0.27, -0.25, 0.57], [-0.23, 0.60, 0.33], [0.01, -0.92, -0.09], [0.64, 0.39, -0.77], [-0.27, -0.02, 0.64], [0.28, -0.46, 1.30], [-0.27, 0.51, -1.42]], "mulliken_spin": [0.956, 0.052, 0.010, 0.007, -0.001, -0.004, 0.001, 0.002, 0.046, -0.039, -0.009, -0.002, 0.006, -0.004, 0.071, 0.001, 0.000, 0.000, -0.014, 0.002, 0.000, 0.000, 0.005, 0.013, 0.001, -0.001, 0.007, 0.967, 0.022, 0.015, 0.011, -0.064, 0.742, 0.031, 0.096, 0.026, 0.372, 0.640, 0.176, 0.028, 0.798, 0.039]}

=====

{"formula": "H2N2O3", "method": "ωB97M-V/def2-TZVPD", "homo_lumo_gap_ev": 10.2, "relative_energy_kj_mol": 209.5, "smiles": "NO[N+](=O)[O-]", "energy_ha": -336.1853, "e_homo_ev": -10.610, "e_lumo_ha": -0.01537, "elements": ["N", "N", "O", "O", "O", "H", "H"], "coordinates": [[-0.19938, 0.25897, -0.16429], [0.63276, 1.59087, 1.44964], [1.09621, 0.58281, 1.88742], [0.89794, 2.94176, 1.78235], [-0.28725, 1.46090, 0.52635], [-0.06658, -0.47031, 0.64290], [-0.96172, 0.11671, -0.73965]], "forces_ev_per_angstrom": [[3.80, -2.83, 3.53], [1.81, 4.96, 1.98], [0.50, 0.83, 0.37], [-1.34, -6.58, -1.45], [-1.73, 2.09, -1.25], [-0.70, 1.27, -2.37], [-2.35, 0.26, -0.81]], "lowdin_charge": [0.087, -0.348, 0.111, -0.022, -0.036, 0.142, 0.067]}